Molecular formula: C62H155N9O20
Method: DFT, ωB97M-V with the def2-TZVPD basis set

Bonds (Å) are listed after each position.
Atoms and positions in Å:
1 C 0.6646 -2.8451 -0.3116  O2 1.373, H10 1.070, H11 1.101, H12 1.096
2 O 1.2297 -4.0833 -0.1297  C1 1.373, C3 1.415
3 C 1.2249 -4.8233 -1.3353  O2 1.415, C4 1.538, H13 1.078, H14 1.093
4 C 2.0485 -6.1214 -1.2750  C3 1.538, N5 1.407, H15 1.099, H16 1.081
5 N 3.3699 -5.9477 -0.8240  C4 1.407, C6 1.442, H17 1.014
6 C 4.1648 -4.9998 -1.5643  N5 1.442, C7 1.504, H18 1.099, H19 1.114
7 C 5.6052 -5.1639 -1.1627  C6 1.504, O8 1.385, H20 1.090, H21 1.123
8 O 5.6728 -4.9845 0.2093  C7 1.385, C9 1.401
9 C 6.9921 -5.0197 0.6785  O8 1.401, H22 1.099, H23 1.103, H24 1.111
10 H -0.2660 -2.8972 -0.8379  C1 1.070
11 H 1.3316 -2.2087 -0.9142  C1 1.101
12 H 0.5066 -2.3000 0.6258  C1 1.096
13 H 1.5972 -4.1821 -2.1175  C3 1.078
14 H 0.1853 -5.1143 -1.5086  C3 1.093
15 H 2.1343 -6.5028 -2.3021  C4 1.099
16 H 1.6423 -6.9768 -0.7531  C4 1.081
17 H 3.5611 -5.9983 0.1700  N5 1.014
18 H 3.8139 -3.9655 -1.4450  C6 1.099
19 H 4.0803 -5.1742 -2.6615  C6 1.114
20 H 6.2131 -4.4389 -1.7040  C7 1.090
21 H 6.0232 -6.1702 -1.4340  C7 1.123
22 H 7.4302 -5.9801 0.3717  C9 1.099
23 H 6.8939 -4.9649 1.7761  C9 1.103
24 H 7.5938 -4.1768 0.2774  C9 1.111
25 C -2.8628 -0.4598 2.3944  O26 1.387, H34 1.124, H35 1.086, H36 1.091
26 O -3.2587 -1.5865 3.1000  C25 1.387, C27 1.418
27 C -3.4972 -1.3741 4.4817  O26 1.418, C28 1.474, H37 1.075, H38 1.096
28 C -2.3327 -1.0821 5.3373  C27 1.474, N29 1.419, H39 1.107, H40 1.087
29 N -2.7506 -0.7196 6.6439  C28 1.419, C30 1.409, H41 1.001
30 C -1.7836 -0.6593 7.6674  N29 1.409, C31 1.542, H42 1.112, H43 1.096
31 C -0.6104 0.2841 7.3317  C30 1.542, O32 1.370, H44 1.129, H45 1.112
32 O 0.2629 0.2054 8.3844  C31 1.370, C33 1.449
33 C 1.5113 0.9366 8.3107  O32 1.449, H46 1.106, H47 1.061, H48 1.057
34 H -3.5266 0.4309 2.5632  C25 1.124
35 H -2.9248 -0.7303 1.3446  C25 1.086
36 H -1.8403 -0.1852 2.6597  C25 1.091
37 H -3.9026 -2.2533 4.9491  C27 1.075
38 H -4.2267 -0.5667 4.6095  C27 1.096
39 H -1.6342 -0.3152 4.9516  C28 1.107
40 H -1.6995 -1.9639 5.3864  C28 1.087
41 H -3.2834 0.1250 6.5818  N29 1.001
42 H -1.3823 -1.6917 7.7666  C30 1.112
43 H -2.2503 -0.4022 8.6246  C30 1.096
44 H -1.0831 1.3057 7.2396  C31 1.129
45 H -0.0781 0.0327 6.3878  C31 1.112
46 H 1.3141 2.0207 8.2133  C33 1.106
47 H 2.0578 0.6194 7.4578  C33 1.061
48 H 2.0320 0.7156 9.2033  C33 1.057
49 C 4.3262 -2.2973 1.7013  O50 1.401, H58 1.097, H59 1.118, H60 1.089
50 O 4.2112 -1.9866 3.0623  C49 1.401, C51 1.408
51 C 5.2568 -2.5632 3.8094  O50 1.408, C52 1.539, H61 1.100, H62 1.073
52 C 5.0849 -2.1448 5.2808  C51 1.539, N53 1.492, H63 1.084, H64 1.071
53 N 5.4851 -0.7195 5.4637  C52 1.492, C54 1.439, H65 1.029
54 C 5.5055 -0.4135 6.8700  N53 1.439, C55 1.537, H66 1.111, H67 1.090
55 C 5.3941 1.0902 7.1696  C54 1.537, O56 1.409, H68 1.092, H69 1.086
56 O 4.1796 1.5856 6.6540  C55 1.409, C57 1.435
57 C 4.1053 2.9793 6.9896  O56 1.435, H70 1.112, H71 1.092, H72 1.084
58 H 4.4122 -3.3740 1.5097  C49 1.097
59 H 5.1313 -1.6966 1.2105  C49 1.118
60 H 3.3547 -2.0759 1.2618  C49 1.089
61 H 6.2831 -2.3220 3.4945  C51 1.100
62 H 5.1829 -3.6322 3.8545  C51 1.073
63 H 5.7348 -2.7356 5.9166  C52 1.084
64 H 4.0701 -2.1790 5.6206  C52 1.071
65 H 4.7387 -0.1365 5.0615  N53 1.029
66 H 6.4010 -0.8666 7.3467  C54 1.111
67 H 4.7237 -0.8547 7.4886  C54 1.090
68 H 6.2573 1.6574 6.8157  C55 1.092
69 H 5.4373 1.2135 8.2480  C55 1.086
70 H 3.9927 3.0852 8.0911  C57 1.112
71 H 3.2029 3.3628 6.5086  C57 1.092
72 H 4.9643 3.5318 6.6252  C57 1.084
73 C -1.6776 4.6804 -0.0662  O74 1.395, H82 1.085, H83 1.137, H84 1.071
74 O -1.2393 4.2234 1.1766  C73 1.395, C75 1.384
75 C -0.1760 4.9972 1.6069  O74 1.384, C76 1.501, H85 1.084, H86 1.074
76 C 0.2711 4.4317 2.9231  C75 1.501, N77 1.430, H87 1.076, H88 1.098
77 N 0.9543 3.1799 2.8178  C76 1.430, C78 1.468, H89 1.018
78 C 1.4916 2.7083 4.0997  N77 1.468, C79 1.502, H90 1.116, H91 1.075
79 C 1.9343 1.2779 3.9802  C78 1.502, O80 1.444, H92 1.095, H93 1.108
80 O 0.7796 0.4280 3.8045  C79 1.444, C81 1.395
81 C 1.1721 -0.9069 3.7109  O80 1.395, H94 1.106, H95 1.067, H96 1.121
82 H -0.9788 4.4722 -0.8690  C73 1.085
83 H -1.8187 5.8080 -0.0372  C73 1.137
84 H -2.6141 4.1880 -0.2355  C73 1.071
85 H -0.4192 6.0323 1.8164  C75 1.084
86 H 0.6294 4.9570 0.8976  C75 1.074
87 H -0.5813 4.3693 3.5762  C76 1.076
88 H 0.9929 5.1336 3.3602  C76 1.098
89 H 0.2826 2.5273 2.4192  N77 1.018
90 H 0.7536 2.8273 4.9290  C78 1.116
91 H 2.2899 3.3814 4.3529  C78 1.075
92 H 2.4032 1.0304 4.9379  C79 1.095
93 H 2.6700 1.0805 3.1754  C79 1.108
94 H 2.1921 -1.1123 3.3370  C81 1.106
95 H 0.4269 -1.3979 3.1254  C81 1.067
96 H 1.3145 -1.3677 4.7225  C81 1.121
97 C -0.6324 -4.0459 -4.3877  O98 1.401, H106 1.124, H107 1.053, H108 1.083
98 O -1.9245 -3.8675 -4.8999  C97 1.401, C99 1.410
99 C -2.5165 -2.8365 -4.1418  O98 1.410, C100 1.522, H109 1.113, H110 1.113
100 C -3.9901 -2.6783 -4.4883  C99 1.522, N101 1.431, H111 1.100, H112 1.124
101 N -4.3283 -2.3467 -5.8385  C100 1.431, C102 1.469, H113 1.012
102 C -4.1694 -3.4658 -6.7774  N101 1.469, C103 1.509, H114 1.086, H115 1.083
103 C -5.3402 -3.6071 -7.7184  C102 1.509, O104 1.381, H116 1.103, H117 1.070
104 O -4.9863 -4.4924 -8.7176  C103 1.381, C105 1.382
105 C -6.0672 -4.9888 -9.4210  O104 1.382, H118 1.091, H119 1.119, H120 1.101
106 H -0.6948 -4.4399 -3.3367  C97 1.124
107 H -0.0440 -3.1730 -4.4182  C97 1.053
108 H -0.1828 -4.8376 -4.9741  C97 1.083
109 H -1.9169 -1.9073 -4.2715  C99 1.113
110 H -2.4323 -3.1538 -3.0787  C99 1.113
111 H -4.4837 -1.9786 -3.7975  C100 1.100
112 H -4.4799 -3.6708 -4.2920  C100 1.124
113 H -3.7178 -1.6037 -6.1532  N101 1.012
114 H -3.9937 -4.3964 -6.2456  C102 1.086
115 H -3.2819 -3.3693 -7.3903  C102 1.083
116 H -5.6232 -2.5993 -8.0668  C103 1.103
117 H -6.2060 -3.9142 -7.1697  C103 1.070
118 H -5.7502 -5.8321 -10.0361  C105 1.091
119 H -6.4615 -4.1704 -10.0749  C105 1.119
120 H -6.8351 -5.4249 -8.7633  C105 1.101
121 C -3.1594 -4.1892 -0.3742  O122 1.380, H130 1.107, H131 1.116, H132 1.086
122 O -3.8580 -5.0027 -1.2421  C121 1.380, C123 1.446
123 C -5.2953 -5.0537 -1.0964  O122 1.446, C124 1.502, H133 1.104, H134 1.069
124 C -5.5908 -5.9537 0.0693  C123 1.502, N125 1.474, H135 1.091, H136 1.099
125 N -5.2098 -7.3320 -0.2896  C124 1.474, C126 1.471, H137 1.002
126 C -5.4912 -8.3602 0.7243  N125 1.471, C127 1.532, H138 1.107, H139 1.081
127 C -5.2567 -9.7351 0.0896  C126 1.532, O128 1.475, H140 1.100, H141 1.092
128 O -3.8387 -9.7988 -0.3115  C127 1.475, C129 1.403
129 C -3.5612 -11.0313 -0.9213  O128 1.403, H142 1.110, H143 1.083, H144 1.112
130 H -3.4240 -4.4484 0.6693  C121 1.107
131 H -3.3473 -3.1015 -0.5420  C121 1.116
132 H -2.1008 -4.3667 -0.5419  C121 1.086
133 H -5.6480 -5.5689 -2.0069  C123 1.104
134 H -5.7129 -4.0711 -1.0431  C123 1.069
135 H -6.6625 -5.8784 0.2587  C124 1.091
136 H -5.0164 -5.7006 0.9717  C124 1.099
137 H -4.2323 -7.4138 -0.4950  N125 1.002
138 H -6.5528 -8.3534 1.0394  C126 1.107
139 H -4.9364 -8.2694 1.6471  C126 1.081
140 H -5.9176 -9.9705 -0.7583  C127 1.100
141 H -5.4215 -10.5778 0.7649  C127 1.092
142 H -3.5924 -11.8880 -0.2169  C129 1.110
143 H -2.5047 -10.9839 -1.1557  C129 1.083
144 H -4.2080 -11.3735 -1.7591  C129 1.112
145 C -2.0111 8.0960 -8.8107  O146 1.372, H154 1.069, H155 1.112, H156 1.099
146 O -2.2653 7.0693 -7.9364  C145 1.372, C147 1.387
147 C -2.7358 5.8986 -8.5117  O146 1.387, C148 1.473, H157 1.133, H158 1.120
148 C -3.0340 4.9681 -7.4092  C147 1.473, N149 1.470, H159 1.097, H160 1.097
149 N -1.8278 4.5966 -6.6563  C148 1.470, C150 1.436, H161 1.005
150 C -1.9483 3.5589 -5.6712  N149 1.436, C151 1.514, H162 1.105, H163 1.076
151 C -0.6706 3.3573 -4.8846  C150 1.514, O152 1.413, H164 1.086, H165 1.123
152 O -0.4157 4.5316 -4.1408  C151 1.413, C153 1.363
153 C 0.8674 4.5748 -3.6836  O152 1.363, H166 1.103, H167 1.071, H168 1.090
154 H -1.5344 8.9569 -8.3938  C145 1.069
155 H -2.9548 8.5707 -9.1588  C145 1.112
156 H -1.4786 7.6614 -9.6679  C145 1.099
157 H -1.9661 5.4063 -9.1824  C147 1.133
158 H -3.6674 6.1417 -9.0844  C147 1.120
159 H -3.5006 4.0755 -7.8444  C148 1.097
160 H -3.7880 5.4462 -6.7713  C148 1.097
161 H -1.4513 5.4562 -6.2964  N149 1.005
162 H -2.3288 2.6892 -6.2372  C150 1.105
163 H -2.7407 3.7577 -4.9710  C150 1.076
164 H 0.0754 3.0583 -5.6153  C151 1.086
165 H -0.8400 2.4746 -4.2120  C151 1.123
166 H 1.0461 3.6437 -3.1203  C153 1.103
167 H 0.9909 5.3997 -3.0117  C153 1.071
168 H 1.5743 4.5382 -4.5129  C153 1.090
169 C 3.5645 6.7345 2.7211  O170 1.394, H178 1.054, H179 1.092, H180 1.096
170 O 3.9195 5.4091 2.9656  C169 1.394, C171 1.444
171 C 4.1425 4.6135 1.7815  O170 1.444, C172 1.528, H181 1.149, H182 1.082
172 C 4.6899 3.2417 2.1718  C171 1.528, N173 1.460, H183 1.084, H184 1.105
173 N 6.0209 3.3984 2.7518  C172 1.460, C174 1.464, H185 1.002
174 C 6.3032 2.2666 3.6366  N173 1.464, C175 1.520, H186 1.072, H187 1.082
175 C 7.5610 2.5515 4.4409  C174 1.520, O176 1.423, H188 1.080, H189 1.115
176 O 7.2810 3.6253 5.3311  C175 1.423, C177 1.397
177 C 8.4150 4.3471 5.7120  O176 1.397, H190 1.103, H191 1.124, H192 1.097
178 H 3.3717 7.2105 3.6412  C169 1.054
179 H 2.6587 6.7543 2.1119  C169 1.092
180 H 4.3082 7.2880 2.1364  C169 1.096
181 H 4.8468 5.2477 1.1316  C171 1.149
182 H 3.1887 4.5654 1.2738  C171 1.082
183 H 4.6953 2.6159 1.2869  C172 1.084
184 H 3.9632 2.8576 2.9096  C172 1.105
185 H 6.0506 4.2655 3.2539  N173 1.002
186 H 6.4814 1.3980 3.0351  C174 1.072
187 H 5.4745 2.1152 4.3159  C174 1.082
188 H 8.3982 2.8131 3.8112  C175 1.080
189 H 7.8887 1.6315 4.9782  C175 1.115
190 H 9.0354 3.6440 6.2929  C177 1.103
191 H 8.2180 5.3061 6.2632  C177 1.124
192 H 8.9430 4.5707 4.7774  C177 1.097
193 C -5.8963 7.0807 1.9920  O194 1.391, H202 1.063, H203 1.085, H204 1.122
194 O -6.3471 6.0029 1.2372  C193 1.391, C195 1.385
195 C -5.6084 4.8457 1.4239  O194 1.385, C196 1.521, H205 1.107, H206 1.100
196 C -6.1477 3.7857 0.4750  C195 1.521, N197 1.433, H207 1.140, H208 1.087
197 N -5.8864 4.2074 -0.8698  C196 1.433, C198 1.454, H209 1.014
198 C -6.0682 3.1353 -1.8351  N197 1.454, C199 1.542, H210 1.102, H211 1.126
199 C -4.7271 2.4073 -2.0560  C198 1.542, O200 1.389, H212 1.108, H213 1.131
200 O -4.8385 1.1786 -2.6949  C199 1.389, C201 1.397
201 C -5.0269 1.3514 -4.0685  O200 1.397, H214 1.107, H215 1.078, H216 1.082
202 H -6.5144 7.9065 1.7347  C193 1.063
203 H -4.8805 7.4272 1.8321  C193 1.085
204 H -5.9890 6.8163 3.0782  C193 1.122
205 H -5.6433 4.5252 2.4827  C195 1.107
206 H -4.5631 5.0730 1.1658  C195 1.100
207 H -7.2430 3.5602 0.6972  C196 1.140
208 H -5.6027 2.8575 0.6290  C196 1.087
209 H -6.5732 4.9206 -1.0901  N197 1.014
210 H -6.4077 3.5772 -2.7857  C198 1.102
211 H -6.8558 2.4208 -1.4643  C198 1.126
212 H -4.2755 2.2168 -1.0627  C199 1.108
213 H -4.0438 3.1045 -2.6262  C199 1.131
214 H -4.0688 1.6515 -4.5350  C201 1.107
215 H -5.7425 2.1455 -4.2091  C201 1.078
216 H -5.3926 0.4128 -4.4639  C201 1.082
217 C 6.1162 -0.1142 -4.4834  C218 1.532, H222 1.095, H223 1.095, H224 1.089
218 C 5.0002 0.8149 -3.9955  C217 1.532, O219 1.427, H225 1.108, H226 1.123
219 O 3.7655 0.1018 -4.0466  C218 1.427, C220 1.423
220 C 2.5585 0.7038 -3.5926  O219 1.423, C221 1.502, H227 1.116, H228 1.078
221 C 1.4383 -0.2672 -3.8357  C220 1.502, H229 1.120, H230 1.121, H231 1.109
222 H 7.0681 0.4046 -4.3284  C217 1.095
223 H 6.0725 -1.0156 -3.8629  C217 1.095
224 H 6.0262 -0.3904 -5.5328  C217 1.089
225 H 5.2167 1.1560 -2.9635  C218 1.108
226 H 4.9621 1.7114 -4.6706  C218 1.123
227 H 2.6486 0.9676 -2.5116  C220 1.116
228 H 2.4051 1.6526 -4.0809  C220 1.078
229 H 0.5021 0.1714 -3.4059  C221 1.120
230 H 1.6613 -1.2264 -3.2991  C221 1.121
231 H 1.1823 -0.3962 -4.9068  C221 1.109
232 C 2.3340 1.0832 0.3406  C233 1.495, H237 1.089, H238 1.074, H239 1.080
233 C 0.9383 1.4640 -0.0376  C232 1.495, O234 1.407, H240 1.067, H241 1.137
234 O 0.2156 0.4477 -0.6890  C233 1.407, C235 1.392
235 C -1.0831 0.8941 -0.9163  O234 1.392, C236 1.493, H242 1.103, H243 1.095
236 C -1.9018 -0.1109 -1.6567  C235 1.493, H244 1.080, H245 1.118, H246 1.105
237 H 2.9264 1.0261 -0.5716  C232 1.089
238 H 2.7161 1.8640 0.9722  C232 1.074
239 H 2.3373 0.1403 0.8665  C232 1.080
240 H 0.4315 1.8494 0.8190  C233 1.067
241 H 1.0059 2.3890 -0.6959  C233 1.137
242 H -1.4978 1.0445 0.0943  C235 1.103
243 H -1.0918 1.8800 -1.3934  C235 1.095
244 H -2.5830 0.3264 -2.3721  C236 1.080
245 H -2.4981 -0.7563 -0.9649  C236 1.118
246 H -1.2004 -0.7060 -2.2684  C236 1.105

Computed properties:
**HOMO level**: -8.2055 eV
**Kohn-Sham gap**: 8.791 eV
**SMILES string**: COCCNCCOC.COCCNCCOC.COCCNCCOC.COCCNCCOC.COCCNCCOC.COCCNCCOC.COCCNCCOC.COCCNCCOC.COCCNCCOC.CCOCC.CCOCC